Here is a molecular structure, C4H5N3O2 in a non-equilibrium geometry from the OMol25 dataset. Energies are from ωB97M-V/def2-TZVPD.

## Properties
LUMO energy ... -0.719 eV
HOMO energy ... -8.92 eV
ΔE to the lowest compared entry with this formula, charge and spin ... 6.015 eV
Electronic energy ... -12789.85936 eV

The geometry in ORCA input format:
```
! wB97M-V def2-TZVPD RIJCOSX def2/J DEFGRID3
* xyz 0 1
C 1.05 1.37 -1.65
C -0.13 0.29 0.07
C -1.03 -1.05 1.33
C -0.35 -1.85 0.19
H 1.19 0.20 -1.73
H 0.36 1.99 -2.51
H 2.05 1.93 -1.41
H 0.17 2.25 0.01
H -1.29 -1.21 3.30
N 0.09 1.38 -0.70
N -1.09 0.29 1.11
N -0.94 -1.82 2.57
O -0.32 -3.04 -0.08
O 0.27 -0.72 -0.52
*
```

Atomic partial charges in e from the natural (NBO) method, atoms 1 to 2: -0.442, 0.720


Here is C4H5N3O2S in the gas phase in a non-equilibrium geometry from the OMol25 dataset. Energies are from ωB97M-V/def2-TZVPD.

## Properties
LUMO energy (alpha / beta) ... -0.641 / -0.758 eV
HOMO energy (alpha / beta) ... -8.24 / -7.70 eV
ΔE to the lowest compared entry with this formula, charge and spin ... 3.705 eV
Electronic energy ... -23625.43941 eV

The geometry in ORCA input format:
```
! wB97M-V def2-TZVPD RIJCOSX def2/J DEFGRID3
* xyz 0 1
C 1.97 0.28 0.24
C 1.47 -0.94 -0.44
C -0.11 1.63 -0.13
C -2.11 -0.68 0.44
N 1.22 1.44 -0.05
N 0.12 -1.12 -0.39
N -0.68 -0.43 0.50
O 3.01 0.36 0.77
O 2.19 -1.70 -1.13
S -1.17 2.67 -0.58
H -2.33 -1.65 0.68
H -2.65 -0.34 -0.52
H -2.37 0.08 1.21
H 1.75 2.20 0.39
H -0.30 -1.80 -0.98
*
```

Atomic partial charges in e from the natural (NBO) method, atoms 1 to 2: 0.627, 0.528


Here is 2 unconnected molecules or ions with the total composition C4H5N3O2S in a non-equilibrium geometry from the OMol25 dataset. Energies are from ωB97M-V/def2-TZVPD.

## Properties
LUMO energy (alpha / beta) ... -1.601 / -0.194 eV
HOMO energy (alpha / beta) ... -8.78 / -8.13 eV
ΔE to the lowest compared entry with this formula, charge and spin ... 5.611 eV
Electronic energy ... -23623.53318 eV

The geometry in ORCA input format:
```
! wB97M-V def2-TZVPD RIJCOSX def2/J DEFGRID3
* xyz 0 1
C -1.51 -1.93 0.38
C -2.46 -1.17 -0.29
C -0.31 -0.06 0.10
C 0.51 2.07 0.03
N -0.37 -1.33 0.57
N 0.67 0.69 0.31
N 2.87 -0.47 -0.21
O 2.49 -1.54 -0.17
O 3.88 0.14 -0.13
S -2.01 0.39 -0.65
H -1.66 -3.05 0.53
H -3.61 -1.34 -0.53
H 1.53 2.60 -0.14
H -0.21 2.24 -0.73
H 0.19 2.75 0.91
*
```

Atomic partial charges in e from the natural (NBO) method, atoms 1 to 2: -0.011, -0.425


Here is C4H5N3O3 in the gas phase in a non-equilibrium geometry from the OMol25 dataset. Energies are from ωB97M-V/def2-TZVPD.

## Properties
LUMO energy ... -0.521 eV
HOMO energy ... -8.42 eV
ΔE to the lowest compared entry with this formula, charge and spin ... 3.740 eV
Electronic energy ... -14839.05024 eV

The geometry in ORCA input format:
```
! wB97M-V def2-TZVPD RIJCOSX def2/J DEFGRID3
* xyz 0 1
C -1.20 -0.58 -2.69
C -0.79 -2.06 -0.64
C 0.29 1.08 0.13
C 0.95 0.69 1.37
N -1.03 -1.97 -1.87
N -0.68 0.39 -1.96
N -0.12 0.15 -0.71
O -1.64 -0.74 -3.78
O -0.68 -2.56 0.40
O -0.02 2.25 -0.03
H 1.37 1.62 2.00
H 1.67 -0.09 1.25
H 0.25 0.14 2.04
H -1.04 -2.67 -2.60
H -0.55 1.39 -2.22
*
```

Atomic partial charges in e from the natural (NBO) method, atoms 1 to 2: 0.812, 0.980


Here is C4H5N3O3 in the gas phase in a non-equilibrium geometry from the OMol25 dataset. Energies are from ωB97M-V/def2-TZVPD.

## Properties
SMILES ... [H]/N=C(\O)[C@H](O)c1ncno1
LUMO energy ... 0.239 eV
HOMO energy ... -10.69 eV
ΔE to the lowest compared entry with this formula, charge and spin ... 5.022 eV
Electronic energy ... -14837.76792 eV

The geometry in ORCA input format:
```
! wB97M-V def2-TZVPD RIJCOSX def2/J DEFGRID3
* xyz 0 1
H 2.43 1.40 -1.31
N 1.82 1.71 -0.29
C 1.58 0.55 0.08
O 2.29 -0.27 -1.13
C 0.55 -0.18 0.93
O 0.83 -1.54 0.92
C -0.85 0.08 0.44
N -1.40 -0.41 -0.63
C -2.68 0.06 -0.54
N -2.89 0.81 0.50
O -1.67 0.84 1.14
H 2.12 -1.18 -0.83
H 0.63 0.24 1.94
H 0.71 -1.91 0.03
H -3.47 -0.19 -1.24
*
```

Atomic partial charges in e from the natural (NBO) method, atoms 1 to 2: 0.422, -0.589


Here is C4H5N3S in the gas phase in a non-equilibrium geometry from the OMol25 dataset. Energies are from ωB97M-V/def2-TZVPD.

## Properties
SMILES ... C=C1N=CNN1C=S
LUMO energy ... -0.188 eV
HOMO energy ... -8.28 eV
ΔE to the lowest compared entry with this formula, charge and spin ... 2.452 eV
Electronic energy ... -19532.42919 eV

The geometry in ORCA input format:
```
! wB97M-V def2-TZVPD RIJCOSX def2/J DEFGRID3
* xyz 0 1
C -1.32 1.66 0.01
C -0.81 0.40 -0.12
N -1.64 -0.74 -0.17
C -0.81 -1.74 -0.04
N 0.53 -1.46 -0.10
N 0.56 -0.03 -0.18
C 1.68 0.60 -0.15
S 3.15 -0.11 -0.06
H -2.33 1.90 0.25
H -0.68 2.53 -0.07
H -1.07 -2.77 0.08
H 1.22 -1.90 0.54
H 1.53 1.66 0.00
*
```

Atomic partial charges in e from the natural (NBO) method, atoms 1 to 2: -0.472, 0.279


Here is C4H5N3S in the gas phase from the OMol25 dataset. Energies are from ωB97M-V/def2-TZVPD.

## Properties
SMILES ... CNC1=NC(=S)C=N1
LUMO energy ... -1.251 eV
HOMO energy ... -8.70 eV
ΔE to the lowest compared entry with this formula, charge and spin ... 0.903 eV
Electronic energy ... -19533.97837 eV

The geometry in ORCA input format:
```
! wB97M-V def2-TZVPD RIJCOSX def2/J DEFGRID3
* xyz 0 1
C 0.38 0.70 2.12
N 0.23 -0.42 1.21
C -0.01 -0.29 -0.08
N -0.14 0.85 -0.73
C -0.38 0.47 -2.02
S -0.63 1.37 -3.35
C -0.37 -1.04 -2.02
N -0.14 -1.50 -0.84
H -0.43 0.69 2.86
H 0.34 1.61 1.52
H 1.35 0.62 2.66
H 0.29 -1.39 1.54
H -0.51 -1.67 -2.88
*
```

Atomic partial charges in e from the natural (NBO) method, atoms 1 to 2: -0.421, -0.526


Here is C4H5N3S in the gas phase in a non-equilibrium geometry from the OMol25 dataset. Energies are from ωB97M-V/def2-TZVPD.

## Properties
SMILES ... N#C[C@H]1CN1C(N)=S
LUMO energy ... 0.380 eV
HOMO energy ... -8.64 eV
ΔE to the lowest compared entry with this formula, charge and spin ... 3.761 eV
Electronic energy ... -19531.12006 eV

The geometry in ORCA input format:
```
! wB97M-V def2-TZVPD RIJCOSX def2/J DEFGRID3
* xyz 0 1
N -2.78 -0.39 0.64
C -1.74 -0.08 0.16
C -0.90 0.93 -0.54
C 0.00 1.98 0.12
N 0.47 0.81 -0.55
C 1.13 -0.24 -0.07
N 2.28 0.20 0.58
S 0.30 -1.69 -0.23
H -1.25 1.58 -1.36
H 0.24 2.18 1.29
H 0.16 2.92 -0.30
H 2.57 -0.61 1.10
H 2.86 1.04 0.22
*
```

Atomic partial charges in e from the natural (NBO) method, atoms 1 to 2: -0.302, 0.235


Here is a molecular structure, C4H5N5O2S4Tc from the OMol25 dataset. Energies are from ωB97M-V/def2-TZVPD.

## Properties
LUMO energy (alpha / beta) ... -8.560 / -9.915 eV
HOMO energy (alpha / beta) ... -15.67 / -16.60 eV
Electronic energy ... -61295.19522 eV

The geometry in ORCA input format:
```
! wB97M-V def2-TZVPD RIJCOSX def2/J DEFGRID3
* xyz 2 4
Tc -0.15 -0.10 -0.43
O -6.10 -3.02 0.91
C -5.07 -2.51 0.67
S -3.88 -2.01 1.95
C -2.75 -1.37 0.87
C -3.03 -1.44 -0.51
S -1.89 -0.81 -1.64
S -4.49 -2.14 -1.01
S -1.28 -0.67 1.42
O 0.85 1.74 0.00
H 0.51 2.49 0.52
H 1.80 1.87 -0.18
N 5.06 -0.64 -0.87
N 3.77 -1.05 -0.75
N 3.48 -2.32 -0.52
C 2.17 -2.28 -0.36
N 1.72 -1.02 -0.49
N 2.78 -0.24 -0.74
H 5.66 -1.44 -1.07
H 5.14 0.12 -1.54
H 1.56 -3.14 -0.15
*
```

Atomic partial charges in e from the natural (NBO) method, atoms 1 to 2: 0.889, -0.369


Here is a gas-phase ion, C4H5N6 (charge -1) in a non-equilibrium geometry from the OMol25 dataset. Energies are from ωB97M-V/def2-TZVPD.

## Properties
LUMO energy ... 3.648 eV
HOMO energy ... -5.41 eV
ΔE to the lowest compared entry with this formula, charge and spin ... 0.740 eV
Electronic energy ... -13168.82204 eV

The geometry in ORCA input format:
```
! wB97M-V def2-TZVPD RIJCOSX def2/J DEFGRID3
* xyz -1 1
C -0.15 -1.57 -0.33
C 1.51 0.13 0.11
C -2.26 0.09 -0.02
C 0.01 -0.24 -0.82
N -0.24 -2.63 0.11
N 2.75 -0.10 -0.29
N 1.41 0.91 1.18
N 3.46 0.57 0.61
N 2.69 1.16 1.47
N -1.05 0.69 -0.56
H -2.53 -0.77 -0.63
H -2.16 -0.25 1.02
H -3.06 0.83 -0.07
H 0.34 -0.23 -1.86
H -0.71 1.41 0.08
*
```

Atomic partial charges in e from the natural (NBO) method, atoms 1 to 2: 0.284, 0.279